Entry from the Open Molecules 2025 dataset: a 2-piece molecular cluster, C4H4O3 overall in a non-equilibrium geometry (ωB97M-V/def2-TZVPD).

## Properties
energy relative to the best compared isomer or geometry (same formula, charge and spin): 52.6 kcal/mol
Kohn-Sham gap: 10.6 eV
lowest unoccupied orbital energy: 0.47 eV
charge: 0

Each line ends with the natural charge from an NBO analysis.
CARTESIAN COORDINATES (ANGSTROEM)
O  -2.067  0.504  -3.581  -0.505
C  -1.718  -0.512  -3.210  0.502
O  -0.190  0.399  -1.087  -0.503
C  0.289  -0.536  -0.493  0.419
C  0.704  -0.438  0.952  -0.072
C  0.437  0.814  1.660  -0.096
O  -0.404  -0.313  1.839  -0.458
H  1.493  -1.112  1.288  0.194
H  0.413  -1.522  -0.984  0.123
H  -0.010  1.632  1.099  0.207
H  1.052  1.084  2.517  0.188



Entry from the Open Molecules 2025 dataset: an isolated ion of composition C12H14BF5NO4 and charge +1 in a non-equilibrium geometry (ωB97M-V/def2-TZVPD).

## Properties
Kohn-Sham gap: 9.4 eV
lowest unoccupied orbital energy: -4.69 eV
charge: +1

Each line ends with the natural charge from an NBO analysis.
CARTESIAN COORDINATES (ANGSTROEM)
C  0.262  -2.709  0.535  -0.253
O  -0.243  -1.625  -0.289  -0.766
B  0.742  -1.080  -1.084  1.191
O  0.987  -1.502  -2.360  -0.878
C  1.606  0.129  -0.482  -0.391
C  3.015  0.062  -0.460  0.015
C  3.806  -1.139  -1.007  0.749
O  4.367  -1.853  -0.218  -0.501
O  3.843  -1.304  -2.340  -0.616
C  3.753  1.140  0.064  -0.219
C  3.078  2.229  0.532  0.077
N  1.740  2.268  0.494  -0.436
C  0.978  1.270  0.011  0.343
C  -0.526  1.505  0.011  -0.463
C  -1.245  1.111  1.347  -0.390
C  -2.381  0.075  1.199  -0.480
C  -3.286  0.286  -0.017  0.618
F  -2.764  -0.464  -1.041  -0.333
F  -3.425  1.579  -0.376  -0.311
C  -4.745  -0.282  0.181  0.921
F  -5.540  0.320  -0.726  -0.310
F  -5.243  -0.006  1.383  -0.301
F  -4.777  -1.582  -0.106  -0.298
H  -0.087  -3.670  0.137  0.212
H  -0.152  -2.590  1.546  0.197
H  1.363  -2.695  0.570  0.185
H  0.122  -1.723  -2.744  0.522
H  3.549  -0.481  -2.760  0.497
H  4.841  1.078  0.089  0.269
H  3.667  3.067  0.908  0.255
H  1.304  3.122  0.833  0.445
H  -0.662  2.593  -0.122  0.234
H  -0.933  1.027  -0.887  0.257
H  -0.477  0.642  1.988  0.220
H  -1.545  2.020  1.885  0.232
H  -1.998  -0.952  1.191  0.256
H  -2.989  0.137  2.117  0.252